DFT (ωB97M-V with the def2-TZVPD basis set) results for C26H26N4O2ReS as an isolated structure at a distorted geometry.

Positions of all 60 atoms, in Å:
1 N -0.702 3.321 -0.667
2 C 0.159 4.063 -0.934
3 C 1.111 5.130 -1.212
4 H 0.559 6.069 -1.331
5 H 1.671 4.919 -2.130
6 H 1.809 5.223 -0.372
7 N 2.785 -2.182 -1.719
8 C 3.717 -2.727 -2.159
9 C 4.946 -3.420 -2.452
10 H 5.502 -2.863 -3.226
11 H 4.709 -4.432 -2.818
12 H 5.548 -3.479 -1.529
13 N -1.619 -3.417 -1.237
14 C -2.743 -3.091 -1.311
15 C -4.197 -2.942 -1.341
16 H -4.628 -3.657 -0.617
17 H -4.571 -3.173 -2.358
18 H -4.481 -1.909 -1.063
19 Re 0.898 -0.787 -1.800
20 C 0.814 -2.197 -0.318
21 O 1.068 -2.860 0.601
22 C 2.052 0.503 -0.881
23 O 2.682 1.308 -0.307
24 C 1.200 0.662 -3.317
25 C -0.175 0.633 -2.991
26 C -0.875 -0.588 -3.050
27 C -0.218 -1.747 -3.463
28 C 1.117 -1.701 -3.823
29 C 1.844 -0.520 -3.694
30 H 1.783 1.565 -3.119
31 H -0.659 1.535 -2.594
32 H -1.915 -0.641 -2.731
33 H -0.738 -2.698 -3.427
34 H 1.601 -2.612 -4.143
35 H 2.921 -0.503 -3.849
36 N -0.500 -0.076 -0.138
37 S -0.657 -0.544 1.424
38 C 0.611 0.329 2.447
39 C 1.227 -0.359 3.500
40 C 2.090 0.332 4.353
41 C 2.335 1.694 4.151
42 C 1.745 2.355 3.070
43 C 0.897 1.662 2.202
44 C -2.161 0.115 2.213
45 C -2.376 1.478 2.439
46 C -3.546 1.913 3.082
47 C -4.502 0.988 3.510
48 C -4.279 -0.378 3.316
49 C -3.114 -0.816 2.681
50 H -1.028 0.779 -0.309
51 H 1.020 -1.417 3.643
52 H 2.578 -0.187 5.174
53 H 2.996 2.245 4.829
54 H 1.943 3.408 2.888
55 H 0.431 2.158 1.351
56 H -1.625 2.200 2.119
57 H -3.702 2.982 3.242
58 H -5.416 1.336 3.989
59 H -5.021 -1.102 3.658
60 H -2.918 -1.882 2.549

Summary:
* electronic energy: -1850.58600 Eh
* energy above the lowest of the compared OMol25 structures with the same formula, charge and spin: 0.2619 eV
* 2S+1: 4
* lowest unoccupied orbital energy (alpha / beta): -0.4693 / -0.5974 Ha
* total charge: +4

These are the natural (NBO) partial charges, in e, on atoms 1 to 2:
1 N -0.483
2 C 0.383